Model 1:
13
Properties=species:S:1:pos:R:3 method="wB97M-V/def2-TZVPD" charge=+1 gap_ha=0.31341 e_homo_ev=-14.07 e_lumo_ev=-5.545
C 0.68436 -0.55739 0.38781
C 0.77388 1.00906 0.42189
C -1.31777 0.51814 -0.14757
N -0.60286 -0.76335 -0.34671
O -0.59908 1.32474 0.63009
Br -1.46719 1.67866 -2.36862
H 1.58488 -1.02676 -0.07426
H 0.68808 -0.88121 1.46926
H 1.24347 1.44847 1.22520
H 0.99205 1.47078 -0.54273
H -2.37535 0.47173 0.03063
H -0.61148 -1.09221 -1.46889
H -1.02405 -1.46766 0.11398

Model 2:
13
Properties=species:S:1:pos:R:3 method="wB97M-V/def2-TZVPD" charge=+1 gap_ha=0.37977 e_homo_ev=-14.90 e_lumo_ev=-4.570
C 0.86674 -0.70823 -0.23059
C 0.55129 0.64604 -1.02116
C 0.23437 1.04903 1.15466
N 0.57554 -0.23725 1.13892
O 0.12574 1.59732 -0.00600
Br -2.57809 -0.64123 0.02698
H 0.11223 -1.41394 -0.48754
H 1.87600 -1.18120 -0.51692
H 1.36411 1.14271 -1.79246
H -0.36927 0.36501 -1.54949
H 0.26501 1.61988 2.05181
H -3.46947 -1.35920 -0.70018
H 0.44578 -0.87894 1.93197

Most stable structure: model 2

Model 1:
36
Properties=species:S:1:pos:R:3 method="wB97M-V/def2-TZVPD" charge=+1 smiles="CC(C)/C=C/[C@@]1(C)[C@@H](C)[N@@H+]1CCN" gap_ha=0.38724 e_homo_ev=-12.84 e_lumo_ev=-2.304
C -3.81533 0.49440 -1.06560
C -2.92178 0.18623 0.12795
C -3.66758 -1.05788 0.83024
C -1.51473 -0.03597 -0.35966
C -0.60319 0.95043 -0.12085
C 0.83541 0.96931 -0.54024
C 1.08770 1.33198 -1.98761
C 1.88922 1.38763 0.41514
C 1.42268 1.72008 1.78480
N 1.74022 0.02051 0.13428
C 2.75986 -0.81075 -0.60363
C 2.99155 -2.01159 0.41029
N 1.60280 -2.43205 0.73204
H -3.65895 -0.10732 -1.92995
H -3.52770 1.53842 -1.44787
H -4.85064 0.40057 -0.87540
H -2.77721 0.97591 0.90728
H -4.03892 -1.56599 -0.06223
H -4.50702 -0.65843 1.27562
H -3.19578 -1.72317 1.54476
H -1.33275 -0.79863 -1.01018
H -0.89569 1.74944 0.61163
H 1.66563 2.20036 -1.95557
H 0.21982 1.68509 -2.54116
H 1.68432 0.54162 -2.53889
H 2.81703 1.89015 0.07740
H 1.00473 2.72811 1.84501
H 2.26360 1.65933 2.56879
H 0.60390 0.98731 2.03441
H 1.24320 -0.61671 0.85748
H 3.68286 -0.28678 -0.69104
H 2.36340 -1.22917 -1.45147
H 3.27025 -1.43482 1.20085
H 3.51226 -2.85440 0.01810
H 1.20054 -3.03317 0.12009
H 1.44629 -2.76009 1.68521

Model 2:
36
Properties=species:S:1:pos:R:3 method="wB97M-V/def2-TZVPD" charge=+1 gap_ha=0.24457 e_homo_ev=-10.87 e_lumo_ev=-4.218
C -0.31166 -1.45837 -0.95530
C -0.13429 -0.79713 0.27358
C -1.40091 -0.77858 -1.74795
C -1.39503 0.70424 -0.95513
C -2.74070 1.30562 -0.77404
C -1.10300 -2.82946 2.16107
C 1.86477 2.50948 0.32755
C 2.18093 0.51248 -1.29522
C 0.73007 -1.43851 1.46021
C -0.23507 -1.71956 2.69479
C 1.89390 1.90921 -1.03450
N 1.47734 2.82222 -1.93289
N -0.52574 0.48228 0.17902
H 0.04652 -2.42563 -1.26106
H -1.04390 -0.60138 -2.71513
H -2.31175 -1.27402 -1.83148
H -0.90379 1.39124 -1.66285
H -2.58692 2.38328 -0.49560
H -3.52051 0.90904 -0.06442
H -3.13946 1.36902 -1.77225
H -1.55830 -2.45866 1.25686
H -1.82120 -3.09947 2.87231
H -0.46553 -3.79539 1.92183
H 2.14241 1.84823 1.15247
H 2.37027 3.54634 0.51415
H 0.76186 2.74175 0.52405
H 3.11945 0.23082 -0.74044
H 2.38441 0.37611 -2.42461
H 1.33605 -0.28915 -1.04667
H 1.44003 -0.72647 1.75995
H 1.03924 -2.37138 1.09747
H -0.72170 -0.84841 2.94881
H 0.26340 -1.98033 3.55644
H 1.26444 2.54562 -2.83405
H 1.68402 3.85042 -1.80956
H -0.62866 1.08690 1.05699

Most stable structure: model 2

Model 1:
7
Properties=species:S:1:pos:R:3 method="wB97M-V/def2-TZVPD" gap_ha="0.31598 / 0.32529" e_homo_ev="-9.60 / -9.14" e_lumo_ev="-1.005 / -0.292"
C -1.46189 -0.41028 0.03045
C 1.63250 0.42438 -0.05900
N -0.80710 -1.43941 0.05875
O 0.96868 1.39736 0.10992
Cl 3.28173 0.01146 0.09500
H -2.66549 -0.49510 -0.12657
H -0.94843 0.51159 -0.10855

Model 2:
7
Properties=species:S:1:pos:R:3 method="wB97M-V/def2-TZVPD" gap_ha=0.24481 e_homo_ev=-8.20 e_lumo_ev=-1.543
C 0.23607 -1.39106 0.35937
C -0.18737 1.46309 -0.48225
N 0.74044 -1.01869 -0.68156
O -0.84597 1.27618 0.48187
Cl 0.08603 2.80135 -1.40876
H 0.38698 -2.39249 0.76287
H -0.41617 -0.73837 0.96845

Most stable structure: model 1

Model 1:
9
Properties=species:S:1:pos:R:3 method="wB97M-V/def2-TZVPD" charge=-1 gap_ha="0.21550 / 0.21555" e_homo_ev="-2.13 / -2.13" e_lumo_ev="3.732 / 3.731"
C -0.47644 -0.54855 -1.53533
C 1.50174 -1.76546 -0.80265
C 0.12209 -1.68013 0.98843
N 0.65418 -1.44204 -1.59178
O 2.60218 -2.07184 -0.36750
O -0.03133 -2.85616 0.87930
S -0.86261 -0.40768 0.24956
H -1.27339 -0.96062 -2.15230
H 1.03011 -1.17880 1.43847

Model 2:
9
Properties=species:S:1:pos:R:3 method="wB97M-V/def2-TZVPD" charge=-1 gap_ha="0.19601 / 0.23230" e_homo_ev="-2.65 / -2.75" e_lumo_ev="2.680 / 3.575"
C 1.06557 0.46349 0.00470
C -0.28386 0.69980 -0.03001
C -2.19357 -0.71772 0.36972
N 1.59192 -0.72102 0.01065
O -3.09339 -1.40040 -0.03607
O -1.15818 -0.22584 -0.31792
S 3.12664 -1.23779 -0.00526
H 1.61253 1.46367 0.08171
H -0.66767 1.67580 -0.07752

Model 3:
9
Properties=species:S:1:pos:R:3 method="wB97M-V/def2-TZVPD" charge=-1 gap_ha=0.29045 e_homo_ev=-4.05 e_lumo_ev=3.857
C -0.38255 0.82665 0.60063
C 0.56587 -0.08890 1.30351
C -0.18699 -0.34740 -1.37211
N -0.65733 0.69916 -0.62152
O 0.43008 -0.22215 -2.55519
O 0.78968 0.01569 2.50223
S 1.19152 -1.25195 0.21750
H -0.88611 1.58478 1.19250
H -0.86417 -1.21588 -1.26757

Most stable structure: model 3

Model 1:
13
Properties=species:S:1:pos:R:3 method="wB97M-V/def2-TZVPD" charge=+1 gap_ha="0.30724 / 0.30736" e_homo_ev="-12.60 / -12.61" e_lumo_ev="-4.243 / -4.242"
C 1.90733 -0.17928 -0.69318
N 1.66160 1.07322 -0.31391
N 0.92406 1.52913 0.58030
N -0.27961 1.08681 0.77824
N -0.73455 0.10398 -0.01582
N -2.18672 -0.15023 -0.00295
S 1.91390 -1.57865 0.33410
H 2.29160 -0.34773 -1.68484
H -0.73426 1.69332 1.49769
H -2.28057 -0.71827 -0.88937
H -2.95484 0.52375 -0.06878
H -2.43366 -0.76083 0.78338
H 2.90572 -2.27521 -0.30488

Model 2:
13
Properties=species:S:1:pos:R:3 method="wB97M-V/def2-TZVPD" charge=+1 smiles="[H]/N=[N+](N)/N=C(/N)S" gap_ha=0.33307 e_homo_ev=-14.29 e_lumo_ev=-5.225
H -1.72882 0.62086 -1.99025
N -1.23491 0.34261 -1.17747
N -0.02255 0.39104 -0.97364
N 0.72370 1.08137 -1.78646
N 0.63523 -0.10869 0.16090
C 0.05533 -0.71174 1.15250
N 0.92905 -1.00242 2.15352
S -1.64258 -1.05833 1.35992
H 1.57098 0.62640 -2.03724
H 0.41281 1.74148 -2.46372
H 1.85160 -0.56510 2.12421
H 0.47640 -1.15724 3.00140
H -2.02625 -0.20025 0.47633

Most stable structure: model 2